1 | Below is a structure of composition C5H6OS2, with properties calculated with ωB97M-V with the def2-TZVPD basis set.

## Properties
LUMO level: -0.84 eV
Kohn-Sham gap: 8.00 eV
E_HOMO: -8.837 eV

Cartesian coordinates (Å):
1 S -1.07 -1.20 0.12
2 H -1.55 1.10 -0.83
3 C -2.69 -1.26 -0.08
4 H 0.61 2.18 -0.40
5 C 1.47 0.48 0.81
6 H 0.96 -0.27 1.44
7 C 0.43 1.20 -0.03
8 C 2.25 -0.32 -0.38
9 H 2.32 0.39 -1.61
10 H -3.06 -2.31 -0.24
11 O 2.58 -1.52 0.02
12 S -3.73 0.06 0.13
13 C -0.62 0.50 -0.45
14 H 2.11 0.97 1.51

2 | Below is an isolated molecule of C5H6OS2, with properties calculated with ωB97M-V with the def2-TZVPD basis set.

## Properties
Structure (SMILES): CSC(=S)/C=C\C=O
LUMO level: -0.51 eV
Kohn-Sham gap: 7.90 eV
E_HOMO: -8.409 eV

Cartesian coordinates (Å):
1 H -2.77 0.28 -1.93
2 C -2.24 -0.35 0.13
3 S 0.74 0.94 0.81
4 H 2.99 0.45 0.59
5 H 2.20 -0.76 1.80
6 C 0.48 -0.03 -0.49
7 S 1.54 -1.32 -0.78
8 C -0.62 0.17 -1.47
9 C -1.89 0.12 -1.20
10 C 2.26 0.30 1.47
11 H -0.16 0.25 -2.64
12 H -3.38 0.03 0.66
13 H 2.31 1.03 2.37
14 O -1.45 -1.10 0.68

3 | Below is an isolated molecule of C5H6OS2, with properties calculated with ωB97M-V with the def2-TZVPD basis set.

## Properties
Structure (SMILES): CC1=CCSC(=O)S1
LUMO level: 0.58 eV
Kohn-Sham gap: 9.69 eV
E_HOMO: -9.112 eV

Cartesian coordinates (Å):
1 C 1.66 0.66 -0.35
2 C -0.40 -0.59 0.24
3 S -1.07 0.84 1.08
4 C -0.54 2.28 0.13
5 C -1.30 -1.78 0.28
6 H -0.81 -2.65 -0.19
7 H -2.23 -1.57 -0.21
8 S 0.85 2.16 -0.97
9 H 2.54 0.52 -1.01
10 O -1.14 3.30 0.26
11 C 0.79 -0.55 -0.36
12 H 1.13 -1.43 -0.89
13 H 2.07 0.86 0.67
14 H -1.54 -2.04 1.31

It is 3 that is the most stable of them.

1 | Below is the ion C10H14N3O with charge +1, with properties calculated with ωB97M-V with the def2-TZVPD basis set.

## Properties
Charge: +1
LUMO level: -4.07 eV
Kohn-Sham gap: 8.22 eV
E_HOMO: -12.291 eV

Cartesian coordinates (Å):
1 C -1.19 -1.45 1.33
2 N 2.44 0.85 -0.11
3 H -2.29 1.51 -0.88
4 C -1.37 -1.51 -1.03
5 N 1.71 -2.66 0.39
6 H 0.77 3.71 -0.99
7 H 3.45 0.93 0.02
8 C -0.18 0.41 -0.08
9 C 0.71 2.71 -0.58
10 C -1.80 2.46 -0.52
11 O 2.01 2.17 -0.59
12 H -1.99 -3.07 0.34
13 H -0.63 0.13 -2.28
14 H -1.31 0.79 1.49
15 C -0.74 -0.32 -1.20
16 H 0.63 -2.49 0.48
17 N 2.38 -1.41 0.18
18 H 2.00 -2.85 1.35
19 C -0.65 0.03 1.29
20 C -1.54 -2.20 0.22
21 H -2.33 2.79 0.37
22 H 3.39 -1.67 -0.07
23 C -0.41 2.02 -0.36
24 H 0.07 0.13 2.09
25 H -1.99 3.17 -1.28
26 H -1.67 -2.12 -1.83
27 H -1.28 -1.74 2.31
28 C 1.79 -0.28 -0.08

2 | Below is a cluster of 2 separate species, C10H14N3O in total, with properties calculated with ωB97M-V with the def2-TZVPD basis set.

## Properties
Charge: +1
LUMO level (alpha / beta): -3.46 / -3.59 eV
Kohn-Sham gap (alpha / beta): 7.34 / 7.30 eV
E_HOMO (alpha / beta): -10.799 / -10.885 eV

Cartesian coordinates (Å):
1 N 2.29 -0.23 1.43
2 H -1.62 -2.85 -2.43
3 H -2.16 -0.90 -3.72
4 C -1.42 1.04 -3.20
5 H 0.39 1.77 -0.45
6 C 2.01 2.12 2.21
7 C -1.06 -0.97 -1.89
8 H -0.56 2.87 -2.46
9 C -0.78 -1.95 1.91
10 C -0.37 -0.14 -1.04
11 C -0.70 1.81 -2.30
12 N -1.29 -2.30 -1.65
13 H 3.09 2.16 2.16
14 H -0.54 0.90 2.11
15 H -0.63 -2.91 1.42
16 H -1.86 1.51 -4.06
17 H 3.29 -0.34 1.40
18 O 1.53 -1.39 1.23
19 H -0.62 -2.09 2.98
20 C -1.59 -0.31 -3.01
21 C -0.16 1.19 -1.17
22 N 0.27 0.34 1.88
23 C 1.52 0.77 1.86
24 C 0.17 -0.96 1.35
25 H -1.80 -1.63 1.74
26 H -0.66 -2.77 -1.03
27 H 1.60 2.86 1.52
28 H 1.69 2.39 3.21

It is 2 that is the most stable of them.

1 | Below is a structure of composition C2H5NS2, with properties calculated with ωB97M-V with the def2-TZVPD basis set.

## Properties
LUMO level: -1.05 eV
Kohn-Sham gap: 7.59 eV
E_HOMO: -8.638 eV

Cartesian coordinates (Å):
1 N 1.46 -0.03 -0.29
2 C -1.05 0.20 0.14
3 C 0.34 -0.72 0.59
4 H 0.34 -1.92 0.50
5 H 2.50 -0.66 -0.61
6 H -2.02 2.21 -1.02
7 H 0.89 -0.21 -1.39
8 S -0.71 1.84 0.24
9 H 0.80 -0.30 1.83
10 S -2.55 -0.40 -0.01

2 | Below is an isolated molecule of C2H5NS2, with properties calculated with ωB97M-V with the def2-TZVPD basis set.

## Properties
Structure (SMILES): CN1CSS1
LUMO level: 0.06 eV
Kohn-Sham gap: 7.91 eV
E_HOMO: -7.852 eV

Cartesian coordinates (Å):
1 S -1.61 1.20 0.05
2 H 0.93 1.79 -0.26
3 C 1.04 0.79 0.06
4 H -0.02 -1.41 0.95
5 H 1.18 0.70 1.07
6 N -0.23 0.29 -0.59
7 H 1.92 0.30 -0.58
8 S -2.38 -0.73 0.17
9 H -0.24 -1.88 -0.85
10 C -0.60 -1.05 -0.02

It is 2 that is the most stable of them.

1 | Below is an isolated molecule of C2H5NS2, with properties calculated with ωB97M-V with the def2-TZVPD basis set.

## Properties
Structure (SMILES): CSC(N)=S
LUMO level: 0.65 eV
Kohn-Sham gap: 9.30 eV
E_HOMO: -8.646 eV

Cartesian coordinates (Å):
1 H 1.00 -1.73 -0.26
2 C -0.97 0.25 -0.11
3 H -1.25 2.21 0.19
4 S -1.53 -1.29 -0.08
5 N -1.68 1.39 -0.05
6 H 2.15 -0.97 1.03
7 H 2.47 -0.85 -0.77
8 H -2.65 1.22 0.15
9 C 1.67 -0.92 0.01
10 S 0.78 0.69 -0.12

2 | Below is an isolated molecule of C2H5NS2, with properties calculated with ωB97M-V with the def2-TZVPD basis set.

## Properties
Structure (SMILES): NCC(=S)S
LUMO level: -0.06 eV
Kohn-Sham gap: 8.45 eV
E_HOMO: -8.510 eV

Cartesian coordinates (Å):
1 H -0.94 -0.66 1.85
2 C 0.58 0.39 -0.73
3 H 0.03 1.01 1.13
4 S 1.33 -1.15 -0.57
5 H -1.27 1.20 -0.05
6 H -1.64 -1.16 0.49
7 C -0.48 0.53 0.31
8 S 0.98 1.59 -1.81
9 N -0.86 -0.73 0.88
10 H 2.27 -1.01 -1.49

It is 1 that is the most stable of them.

1 | Below is a cluster of 7 separate species, C36H24BF4O24 in total, with properties calculated with ωB97M-V with the def2-TZVPD basis set.

## Properties
Charge: -1
LUMO level: -0.51 eV
Kohn-Sham gap: 5.93 eV
E_HOMO: -6.441 eV

Cartesian coordinates (Å):
1 C 0.47 -4.10 3.39
2 O 3.50 -1.26 0.45
3 H 0.71 -6.25 3.70
4 O 3.34 0.95 -1.53
5 C 4.53 -3.44 0.63
6 H -4.23 -2.10 -5.03
7 C 3.68 2.02 -3.61
8 C 4.67 -4.87 0.15
9 O -2.37 -0.73 -1.18
10 C -1.84 2.64 -2.28
11 O 5.34 -5.87 0.77
12 C -1.28 -2.11 3.73
13 O 0.34 -1.13 -5.18
14 O -1.69 0.75 6.01
15 C -0.53 -4.96 4.02
16 F 0.29 2.66 0.31
17 H -2.70 -5.25 4.92
18 C 3.71 -2.42 0.03
19 H -2.23 1.08 8.55
20 C -4.01 2.46 8.31
21 C 3.61 3.29 -1.55
22 H -1.66 2.17 -6.30
23 C -3.07 2.39 -2.98
24 O 0.52 2.56 -5.23
25 O -1.72 -0.85 3.37
26 H 0.39 3.07 -1.60
27 C -2.20 -3.10 4.30
28 H -0.88 -1.40 -6.78
29 C 4.23 -5.06 -1.27
30 H -1.00 -0.17 3.17
31 C 3.38 -4.19 -1.91
32 C 0.17 -2.72 3.36
33 F -0.04 1.14 1.88
34 O -0.12 -6.31 4.33
35 B 0.53 1.30 0.66
36 O -2.59 2.56 4.25
37 H -1.58 -0.38 -0.71
38 C 4.17 4.56 -3.87
39 O -4.10 2.40 -2.36
40 C -0.83 -0.95 -3.21
41 O 4.46 -6.24 -1.76
42 O -4.33 -1.98 -2.52
43 H 2.98 2.75 0.12
44 O 3.54 3.38 -0.22
45 C -2.19 -1.00 -2.51
46 C 3.13 -2.79 -1.30
47 C -0.76 -1.12 -4.68
48 H -1.97 2.95 -1.21
49 O -4.32 2.43 9.58
50 F -0.04 0.56 -0.32
51 C -1.94 -1.65 -5.35
52 C -0.52 2.88 -3.05
53 O 0.70 3.16 -2.49
54 O 4.61 5.53 -4.51
55 H 5.61 -5.65 1.76
56 O 1.61 -4.55 3.04
57 O 4.17 3.11 -5.82
58 H -0.03 -0.83 -2.52
59 H -4.69 1.22 -4.37
60 H -4.57 4.26 5.45
61 C -2.55 1.52 6.42
62 H 4.15 3.89 -6.07
63 C -3.26 -1.79 -4.55
64 C 3.55 1.96 -2.19
65 C -4.09 3.53 6.01
66 H 3.11 -4.23 -2.91
67 C -3.05 2.03 -4.37
68 F 1.91 1.07 0.76
69 C -3.32 -1.69 -3.15
70 H 4.12 5.58 -1.97
71 O -1.92 -1.68 -6.73
72 H 5.04 -3.40 1.59
73 C 3.85 4.60 -2.47
74 C -1.74 2.17 -5.10
75 H 3.77 1.27 -4.27
76 H 2.32 -1.12 -1.32
77 H 0.91 -1.99 3.15
78 H -4.03 1.64 10.04
79 C -0.46 2.56 -4.50
80 C 4.00 3.31 -4.54
81 O -5.39 4.30 7.83
82 H -1.90 1.73 4.16
83 C -3.04 2.54 5.53
84 C -4.63 3.42 7.40
85 O -4.18 1.54 -4.97
86 O -3.26 -2.73 4.74
87 C -1.87 -4.47 4.56
88 C -2.85 1.53 7.85
89 O 2.45 -1.86 -1.99

2 | Below is a cluster of 7 separate species, C36H24BF4O24 in total, with properties calculated with ωB97M-V with the def2-TZVPD basis set.

## Properties
Charge: -1
LUMO level: -0.56 eV
Kohn-Sham gap: 6.21 eV
E_HOMO: -6.768 eV

Cartesian coordinates (Å):
1 O 2.17 -1.48 -3.11
2 O 1.57 2.65 6.29
3 O 3.39 1.40 -1.86
4 C -0.39 -2.39 -5.78
5 O 5.75 4.47 4.68
6 O -0.58 -1.17 -3.58
7 O 2.11 2.56 -4.11
8 O -3.97 2.22 2.58
9 C -6.92 0.80 -0.59
10 C 3.45 -4.43 1.61
11 H 4.90 5.94 -5.63
12 H -0.13 -1.16 -2.91
13 C 4.55 3.90 4.46
14 H -2.02 1.08 2.84
15 C -5.52 0.50 -0.34
16 H 2.09 -3.58 -8.22
17 H 0.97 -2.63 -0.95
18 C -7.68 -0.93 1.01
19 C -5.26 -0.76 5.36
20 O -9.17 0.65 0.19
21 C 2.85 -6.35 -0.03
22 C -3.87 -0.73 4.78
23 H 2.66 -2.40 0.97
24 C -4.34 1.30 3.25
25 C 2.81 3.09 2.76
26 C 1.95 -4.05 -0.49
27 F -0.18 -0.21 -0.22
28 O 4.01 -3.96 2.56
29 C 1.59 -1.93 -4.19
30 O -7.69 0.03 4.96
31 H -6.42 1.84 3.10
32 H -7.76 0.84 4.64
33 C 2.41 -2.46 -5.30
34 C -5.76 1.18 3.62
35 C 3.25 2.94 -3.71
36 H 0.34 2.30 2.76
37 C 0.53 -2.90 -6.81
38 C 2.05 -5.49 -0.89
39 C 4.02 2.46 -2.56
40 C 5.41 3.05 -2.26
41 O 4.83 3.89 2.11
42 C 5.95 4.14 -3.04
43 C 5.20 4.70 -4.15
44 C 4.14 3.63 3.05
45 C 2.79 -3.45 0.68
46 H 3.45 -2.65 -5.18
47 C 3.56 3.59 5.55
48 C -7.96 0.27 0.15
49 F -2.05 1.08 0.05
50 H 3.00 -7.52 -0.06
51 C 2.20 3.01 5.37
52 O 0.45 2.60 3.71
53 B -0.59 1.06 0.02
54 C 3.70 -5.77 1.19
55 O -0.03 -3.33 -7.79
56 H 6.47 4.43 4.12
57 C -3.38 0.28 3.85
58 O 2.71 -3.31 -7.66
59 O -4.42 0.99 -1.15
60 C -6.25 0.14 4.58
61 H 6.08 2.78 -1.49
62 C 1.77 2.85 3.91
63 C 3.89 3.91 -4.52
64 O 0.96 -3.49 -1.23
65 C -5.17 -0.63 0.44
66 O 5.66 5.60 -5.07
67 O -2.09 0.27 3.38
68 O -8.53 -1.77 1.46
69 H -7.96 -2.51 1.70
70 H -5.89 -2.51 1.66
71 O 4.45 -6.50 2.07
72 O -5.59 -1.56 6.28
73 H -7.29 1.65 -1.18
74 H 2.42 2.99 1.67
75 C 0.19 -1.82 -4.49
76 O -3.99 -0.95 0.60
77 C -6.12 -1.46 1.09
78 O 1.37 -5.98 -1.81
79 H 3.43 4.27 -5.29
80 O 7.04 4.60 -2.84
81 H -3.31 -1.66 5.26
82 H 4.79 -5.86 2.61
83 F -0.07 1.46 1.25
84 H 3.98 3.60 6.52
85 C 1.95 -2.92 -6.66
86 F -0.14 1.89 -1.00
87 H -3.67 0.65 -0.76
88 H -1.51 -2.21 -5.91
89 H 2.43 1.34 -1.93

It is 1 that is the most stable of them.

1 | Below is an isolated molecule of C13H13N5O2S2, with properties calculated with ωB97M-V with the def2-TZVPD basis set.

## Properties
Structure (SMILES): CCOc1ccc2nc(NC(=O)CSc3cn[nH]n3)sc2c1
LUMO level: 0.43 eV
Kohn-Sham gap: 8.64 eV
E_HOMO: -8.212 eV

Cartesian coordinates (Å):
1 N -7.21 0.32 1.35
2 H 6.61 -0.01 -1.27
3 H 0.78 2.58 -0.71
4 C 3.55 0.81 0.19
5 H 6.96 -1.41 -0.25
6 N -0.49 0.17 -0.51
7 C -3.18 0.27 -1.14
8 C 1.39 1.75 -0.43
9 N -6.15 0.07 2.07
10 H -1.93 -2.70 -0.23
11 H 5.40 -0.56 1.49
12 H 3.21 2.86 -0.27
13 H 5.36 -1.21 -0.96
14 H 3.57 -1.31 0.61
15 O -4.11 -1.94 -0.86
16 C 2.74 1.90 -0.18
17 H -2.77 0.86 -0.32
18 C -3.16 -1.20 -0.82
19 S 0.68 -2.05 0.16
20 O 4.85 1.13 0.41
21 N -6.98 0.60 0.09
22 H 6.64 0.65 1.12
23 C 5.78 0.11 0.71
24 C 6.20 -0.68 -0.52
25 S -4.87 0.84 -1.54
26 C -5.66 0.52 -0.03
27 C 0.82 0.49 -0.30
28 C -5.14 0.19 1.24
29 C -0.73 -1.07 -0.32
30 C 2.99 -0.45 0.32
31 H -2.58 0.46 -2.02
32 C 1.64 -0.60 0.08
33 N -1.93 -1.71 -0.44
34 H -8.15 0.30 1.73
35 H -4.13 0.03 1.56

2 | Below is an isolated molecule of C13H13N5O2S2, with properties calculated with ωB97M-V with the def2-TZVPD basis set.

## Properties
Structure (SMILES): Cc1sc(NC(=O)CSc2nnc(C)c(=O)[nH]2)c(C#N)c1C
LUMO level: 0.03 eV
Kohn-Sham gap: 8.24 eV
E_HOMO: -8.212 eV

Cartesian coordinates (Å):
1 H 1.92 3.74 0.74
2 S -2.44 1.34 0.76
3 H 2.77 -3.19 1.35
4 H -4.46 -1.41 1.64
5 C -4.57 -0.44 1.15
6 C -2.80 -0.81 -0.65
7 C 2.98 -1.09 1.15
8 H 1.23 4.42 -0.75
9 H -5.44 -0.51 0.48
10 C -1.62 -0.18 -1.15
11 H 0.36 1.55 -1.52
12 C -0.79 -0.67 -2.17
13 N 3.66 0.19 -0.73
14 H 4.20 0.34 -1.57
15 C 0.12 2.79 0.11
16 N -0.24 1.81 -0.75
17 C -1.32 0.99 -0.49
18 C -3.35 -2.09 -1.19
19 H -3.40 -2.84 -0.40
20 N -0.06 -1.04 -2.98
21 O -0.57 3.13 1.04
22 C 1.43 3.50 -0.20
23 C 2.78 1.12 -0.28
24 H -4.36 -1.93 -1.57
25 N 2.17 -0.15 1.49
26 H -4.77 0.31 1.91
27 S 2.60 2.58 -1.24
28 N 2.06 0.98 0.78
29 H 4.07 -2.48 2.31
30 C 3.04 -2.33 1.97
31 C 3.85 -1.01 -0.03
32 C -3.35 -0.10 0.38
33 H 2.37 -2.25 2.82
34 O 4.65 -1.83 -0.41
35 H -2.72 -2.46 -1.99

It is 2 that is the most stable of them.